[1]
22
Properties=species:S:1:pos:R:3:forces:R:3:mulliken_charge:R:1 method="wB97M-V/def2-TZVPD" e_above_lowest_ev=2.991 orbital_gap_ev=10.19 charge=0
C -2.440 -1.592 2.090 -0.32 0.46 -0.53 -1.061
C -0.941 -1.507 1.984 2.58 0.07 1.41 -0.178
C -0.274 -0.103 1.640 -3.58 2.61 -0.56 -0.616
C 0.721 0.121 0.465 2.39 1.31 3.00 -0.586
C 0.293 0.784 -0.838 -1.41 -0.90 -2.80 -0.470
C 1.531 1.034 -1.854 0.67 -1.03 -0.37 -0.392
N 1.289 1.191 -3.382 -0.73 0.35 0.91 -0.588
H -2.672 -1.905 3.054 -0.70 -0.14 1.98 0.286
H -2.945 -2.394 1.490 0.60 1.25 -0.20 0.292
H -2.744 -0.557 1.964 -1.19 -0.23 -0.32 0.333
H -0.776 -2.119 1.118 1.32 -0.73 -0.07 0.219
H -0.488 -1.879 3.005 -0.45 0.17 -2.37 0.271
H -0.034 0.678 2.481 -0.29 -2.22 -0.96 0.291
H -1.191 0.426 1.205 0.71 -0.29 0.58 0.118
H 1.507 0.789 1.072 -0.98 -1.34 -2.02 0.257
H 1.195 -0.844 0.282 0.29 0.16 -0.42 0.301
H -0.417 1.645 -0.876 1.07 0.05 1.04 0.384
H -0.480 0.051 -1.289 1.50 0.49 0.09 0.278
H 2.132 1.923 -1.537 -0.59 -0.73 0.19 0.243
H 2.222 0.096 -1.737 -1.18 1.71 -0.22 0.179
H 0.330 1.528 -3.634 1.37 -0.30 0.59 0.211
H 1.997 1.808 -3.849 -1.07 -0.74 1.03 0.229



[2]
10
Properties=species:S:1:pos:R:3:forces:R:3:mulliken_charge:R:1 method="wB97M-V/def2-TZVPD" e_above_lowest_ev=1.437 orbital_gap_ev=10.50 charge=0
N 1.303 -0.991 -0.712 0.29 0.28 0.92 -0.481
N 0.596 -1.125 0.458 0.61 -1.11 -0.10 -0.319
C -0.222 -0.257 0.816 -1.94 1.55 0.49 0.023
C -0.698 1.041 0.174 1.83 1.11 1.91 -0.190
F -1.053 0.924 -1.133 -0.31 0.06 -0.58 -0.254
H 1.517 -1.890 -1.052 0.68 -1.26 0.03 0.255
H 0.799 -0.575 -1.443 -1.00 1.31 -1.05 0.224
H -0.830 -0.385 1.727 0.91 -0.60 -0.06 0.289
H -1.500 1.387 0.851 -0.31 -0.13 -0.97 0.234
H 0.088 1.871 0.312 -0.76 -1.21 -0.61 0.218



The records above yield maximum force values of 4.468 2.874 eV Å⁻¹, respectively.
The records above yield total energy values of -292.259119 -288.515931 Ha, respectively.
The records above yield HOMO level values of -9.019 -9.508 eV, respectively.